Below is a cluster of 15 separate species, C60H104O23 in total at a distorted geometry, with properties calculated with wB97M-V/def2-TZVPD.

Element x y z (Å)
C -3.648 -3.556 -0.774
C -3.563 -4.288 0.587
C -2.138 -4.856 0.540
O -1.916 -5.036 -0.833
C -2.918 -4.540 -1.692
H -3.225 -2.552 -0.748
H -4.614 -3.421 -1.261
H -4.231 -5.149 0.582
H -3.764 -3.694 1.479
H -1.923 -5.769 1.096
H -1.483 -4.093 0.961
H -3.706 -5.196 -2.062
H -2.442 -3.994 -2.507
C 5.640 2.358 -3.207
C 4.508 2.404 -2.230
C 3.605 1.175 -2.561
O 4.348 0.453 -3.599
C 5.713 0.872 -3.483
H 6.550 2.840 -2.852
H 5.268 2.861 -4.100
H 3.978 3.356 -2.220
H 4.947 2.371 -1.233
H 2.592 1.384 -2.903
H 3.627 0.547 -1.670
H 6.167 0.694 -4.458
H 6.260 0.349 -2.698
C 1.270 -4.700 -3.142
C 0.773 -3.366 -2.612
C 1.727 -2.390 -3.244
O 2.009 -2.978 -4.521
C 1.618 -4.349 -4.597
H 0.551 -5.517 -3.084
H 2.188 -4.972 -2.620
H 0.829 -3.271 -1.528
H -0.226 -3.219 -3.022
H 2.679 -2.189 -2.752
H 1.277 -1.413 -3.424
H 2.400 -5.038 -4.917
H 0.703 -4.425 -5.184
C 1.510 6.559 0.427
C 0.754 5.549 -0.332
C 1.800 4.530 -0.782
O 3.043 5.279 -0.792
C 2.858 6.587 -0.311
H 1.665 6.213 1.449
H 0.980 7.503 0.558
H 0.278 6.063 -1.167
H 0.035 5.127 0.371
H 1.537 3.993 -1.694
H 1.917 3.826 0.042
H 2.720 7.323 -1.103
H 3.670 6.878 0.356
C 5.627 -1.194 0.529
C 5.655 -1.867 -0.831
C 4.714 -3.048 -0.604
O 3.833 -2.679 0.497
C 4.212 -1.423 1.079
H 5.924 -0.145 0.523
H 6.434 -1.635 1.113
H 6.594 -2.168 -1.295
H 5.190 -1.253 -1.603
H 5.268 -3.966 -0.408
H 4.148 -3.359 -1.481
H 4.218 -1.366 2.167
H 3.654 -0.559 0.717
C -5.715 -0.301 1.777
C -6.902 0.528 1.492
C -6.565 1.311 0.235
O -5.198 0.950 -0.013
C -4.948 -0.370 0.477
H -5.949 -1.285 2.184
H -5.096 0.223 2.504
H -7.107 1.166 2.352
H -7.797 -0.081 1.371
H -6.714 2.383 0.358
H -7.080 0.968 -0.662
H -3.885 -0.589 0.581
H -5.309 -1.098 -0.251
C -3.222 3.671 1.204
C -2.147 2.641 0.681
C -1.383 2.245 1.896
O -1.400 3.415 2.723
C -2.463 4.299 2.356
H -4.079 3.070 1.510
H -3.617 4.381 0.477
H -1.508 3.134 -0.051
H -2.591 1.775 0.192
H -0.421 1.778 1.688
H -1.985 1.543 2.474
H -2.110 5.265 1.994
H -3.269 4.439 3.076
O -2.232 -1.543 -4.032
C -3.415 -1.280 -3.847
O -3.917 -0.286 -3.182
C -5.332 -0.160 -3.385
C -5.775 -1.596 -3.639
C -4.557 -2.092 -4.446
H -5.604 0.436 -4.257
H -5.858 0.246 -2.521
H -6.669 -1.500 -4.255
H -6.147 -2.239 -2.841
H -4.641 -2.046 -5.532
H -4.453 -3.170 -4.319
O 2.322 -6.651 4.924
C 2.734 -5.598 4.400
O 2.063 -4.951 3.430
C 2.860 -3.992 2.779
C 4.067 -3.819 3.707
C 4.013 -4.953 4.630
H 2.319 -3.087 2.504
H 3.267 -4.403 1.855
H 4.024 -2.868 4.239
H 4.965 -3.772 3.091
H 4.017 -4.674 5.683
H 4.864 -5.613 4.459
O -1.180 3.120 -7.565
C -0.564 2.441 -6.763
O -0.921 2.231 -5.519
C -0.054 1.394 -4.759
C 0.556 0.643 -5.920
C 0.687 1.647 -6.981
H -0.748 0.806 -4.160
H 0.668 1.922 -4.136
H -0.027 -0.230 -6.214
H 1.550 0.239 -5.724
H 0.745 1.298 -8.012
H 1.495 2.350 -6.778
O 0.461 1.603 -1.642
C 0.247 0.637 -0.887
O 0.973 0.383 0.256
C 0.543 -0.811 0.909
C -0.724 -1.223 0.144
C -0.762 -0.415 -1.145
H 0.359 -0.566 1.955
H 1.340 -1.550 0.823
H -1.639 -1.219 0.736
H -0.541 -2.231 -0.228
H -1.731 0.072 -1.256
H -0.494 -0.965 -2.047
O 1.713 -0.612 3.881
C 1.122 -0.432 4.909
O 1.206 -1.295 5.996
C 0.705 -0.714 7.229
C 0.115 0.617 6.771
C 0.293 0.752 5.287
H 1.524 -0.496 7.914
H -0.036 -1.292 7.780
H 0.710 1.422 7.203
H -0.887 0.747 7.179
H 0.653 1.704 4.899
H -0.641 0.616 4.742
O 3.765 4.500 4.545
C 3.676 3.667 3.646
O 2.901 2.559 3.800
C 3.009 1.726 2.643
C 4.075 2.293 1.773
C 4.358 3.674 2.291
H 2.048 1.745 2.128
H 3.247 0.683 2.852
H 3.876 2.329 0.702
H 4.928 1.614 1.791
H 3.828 4.442 1.728
H 5.434 3.833 2.370
O -2.281 -0.800 3.578
C -2.081 -1.900 4.161
O -1.522 -3.025 3.510
C -1.395 -4.177 4.393
C -1.487 -3.569 5.791
C -2.339 -2.258 5.563
H -0.453 -4.697 4.225
H -2.143 -4.966 4.312
H -0.460 -3.425 6.127
H -2.018 -4.188 6.514
H -2.040 -1.490 6.277
H -3.373 -2.464 5.842
O -2.970 6.488 -3.046
C -3.049 5.290 -2.803
O -4.192 4.639 -2.473
C -3.925 3.258 -2.339
C -2.528 3.062 -2.907
C -1.887 4.397 -2.865
H -4.739 2.705 -2.810
H -3.959 2.991 -1.282
H -2.560 2.730 -3.945
H -1.999 2.373 -2.249
H -1.287 4.543 -3.763
H -1.291 4.514 -1.960

Computed properties:
HOMO, eV: -9.4
E, Eh: -4078.9965
Molecular weight, g mol⁻¹: 1193.5
Spin multiplicity: 1